[1]
Formula: C68H41I4N8O2S2W
Source: OMol25
Level of theory: ωB97M-V/def2-TZVPD

Computed properties:
- lowest unoccupied orbital energy (spin up / spin down) (eV) = 0.48 / 0.46
- HOMO level (spin up / spin down) (eV) = -4.162 / -4.126
- total charge = -1
- F_max (eV/Å) = 1.131

```
126
Properties=species:S:1:pos:R:3:forces:R:3
W 0.12676 -0.75126 0.53291 0.06 -0.88 -0.26
I 4.91719 5.54402 5.72089 -0.18 -0.16 -0.13
I -1.79622 -6.64064 -6.65060 -0.01 0.17 0.22
I 0.15156 -7.83896 7.60225 0.01 0.18 -0.22
I -8.29827 4.73684 0.10648 0.27 -0.17 -0.01
S 2.83638 -1.39015 1.18262 0.61 -0.28 0.44
S 1.79282 -3.65154 -0.98191 -0.19 0.21 0.07
O 0.07062 0.77122 -1.13187 -0.07 0.53 -0.28
O 1.64670 0.82260 0.31585 0.14 0.27 -0.15
N -1.79745 -0.75245 -0.45989 -0.16 0.05 -0.80
N 8.37097 -3.88084 1.71091 -0.08 -0.02 0.04
N 6.86520 -7.07499 -0.19203 -0.09 0.04 -0.03
N -0.81086 0.98832 1.39515 -0.26 1.00 0.36
N -0.28053 3.09464 -2.56376 -0.31 -0.22 0.04
N -0.61312 -2.75447 0.79073 -0.07 -0.71 -0.08
N 0.39644 -0.99829 2.63730 0.47 -0.20 1.01
N 1.79564 -1.12978 -2.02663 0.07 0.57 -0.48
C 3.00028 4.74210 -2.40203 0.06 -0.03 0.07
C 2.77585 3.39482 5.64131 0.00 0.03 0.04
C 5.91775 -3.91368 0.91871 -0.49 0.06 -0.16
C -1.71671 -5.38275 -4.95997 0.01 -0.16 -0.30
C 3.08692 2.76155 -1.07438 -0.18 -0.10 -0.05
C 7.27136 -3.91615 1.37364 0.29 -0.02 0.11
C -1.88568 -1.59808 -1.53716 0.10 -0.17 0.59
C -2.61259 -4.68514 -2.85738 -0.02 0.02 0.01
C 1.28475 -6.16057 5.33254 0.06 -0.03 -0.02
C -2.68824 -5.49577 -3.98078 -0.04 -0.03 0.02
C 4.13141 -4.87212 -0.39792 0.10 -0.02 -0.04
C -2.81373 -1.10146 -2.49329 -0.26 0.19 -0.20
C -1.03391 -4.73357 4.80996 0.06 -0.01 0.00
C 3.79790 -2.73904 0.69887 -0.42 0.27 0.08
C 1.85262 2.34227 3.66808 0.12 0.09 0.25
C -2.82294 6.16060 -3.84876 0.01 0.01 -0.03
C -0.06638 1.79717 2.21350 0.05 -0.48 -0.08
C 0.13360 -6.39810 6.06262 -0.03 -0.21 0.26
C -1.84261 3.02329 1.65650 0.05 0.21 0.24
C 0.58710 -2.13523 3.37938 -0.54 0.12 -0.51
C 3.57592 4.18270 4.83095 0.18 0.21 0.14
C 1.27046 -5.19286 4.33737 0.03 0.03 -0.08
C -1.91752 1.72927 1.06048 -0.03 -0.49 -0.35
C -0.63582 -3.64433 -3.72823 0.03 0.04 0.05
C -3.36521 0.01617 -1.95022 -0.21 -0.23 -0.35
C 2.63867 3.17759 2.87642 -0.01 -0.10 -0.06
C 5.40558 -4.97915 0.14810 0.12 0.30 0.22
C -2.69830 0.25072 -0.71390 0.08 0.01 0.73
C -1.15051 4.12107 -3.02538 0.01 -0.03 0.05
C -4.62400 2.75281 -1.11023 0.16 0.07 0.04
C -1.13959 -4.87079 0.04464 0.00 -0.40 0.24
C -0.48690 -3.66787 1.81197 0.24 0.72 0.08
C -6.50469 3.62597 0.08497 -0.28 0.21 0.05
C -2.88731 1.35537 0.11955 0.44 -0.02 0.04
C 1.74879 2.49013 -1.37032 0.07 0.24 -0.13
C -1.22623 4.43140 -4.38551 0.01 -0.01 0.03
C 1.12451 -0.01902 3.29456 -0.39 0.25 -0.47
C 1.91414 2.48149 5.05504 -0.06 0.02 -0.10
C 0.11678 -4.46361 4.07187 -0.05 -0.06 0.12
C 3.34613 -3.74626 -0.18155 0.04 0.12 -0.02
C -0.66568 3.07862 2.33964 -0.25 0.32 -0.04
C 3.72208 3.87023 -1.59075 0.15 0.14 -0.06
C 1.02230 3.35154 -2.22420 0.45 0.06 0.15
C -6.03575 3.06120 1.26000 -0.05 0.03 -0.05
C -4.85298 2.34297 1.23375 0.05 -0.10 -0.04
C -2.16875 5.84675 -6.24777 0.00 -0.05 0.06
C -2.76476 5.82463 -2.50522 -0.05 -0.02 0.06
C -1.92186 4.80771 -2.09360 -0.02 0.03 -0.02
C -1.03275 -5.69642 5.80755 -0.04 -0.01 -0.01
C -2.06694 5.47546 -4.79302 -0.05 0.04 0.02
C -1.43554 -2.91855 -1.49960 -0.14 -0.04 0.19
C -0.84016 -4.97431 1.36245 -0.24 -0.32 -0.26
C 1.82548 -0.58258 4.40214 0.09 -0.22 0.18
C -0.69435 -4.45532 -4.85161 0.00 0.01 0.02
C -0.43032 3.66107 -5.40116 -0.01 0.02 0.02
C -1.57786 -3.76598 -2.70949 -0.05 -0.10 -0.11
C -5.80105 3.48581 -1.09679 -0.04 0.01 -0.10
C 1.67986 4.49678 -2.71042 -0.20 -0.09 -0.01
C 0.06614 -3.38364 3.04997 0.13 -0.04 -0.06
C 3.50518 4.09381 3.45129 0.04 0.07 0.01
C 1.30834 -1.73381 -1.04463 0.28 -0.09 -0.22
C 0.98829 1.33965 3.01127 -0.12 -0.32 0.04
C -1.03924 -3.49129 -0.29260 0.11 0.70 -0.10
C 1.44286 -1.87972 4.48871 0.10 0.22 0.37
C 1.13891 1.32393 -0.72420 -0.10 -0.43 -0.09
C 6.20654 -6.14037 -0.05272 0.14 -0.29 -0.14
C -4.12537 2.16410 0.05111 -0.24 0.20 0.00
C 5.10399 -2.82772 1.20064 0.09 -0.21 -0.08
H 2.58490 3.08499 1.79850 0.01 -0.03 -0.02
H 0.22650 4.32315 -5.97032 0.01 -0.02 -0.01
H -3.49736 -6.20533 -4.08781 0.01 -0.01 0.01
H 4.12375 4.72705 2.83001 -0.01 -0.03 -0.03
H -1.09977 3.17599 -6.11583 0.03 0.00 -0.03
H -3.36980 6.35847 -1.78245 0.01 -0.01 0.00
H 0.17672 2.89565 -4.92500 -0.01 0.00 0.00
H -0.27793 3.90046 2.92075 0.02 -0.03 -0.01
H 2.18750 -6.72249 5.52957 0.00 0.01 0.00
H -2.83861 6.69541 -6.37824 0.00 0.00 -0.04
H -1.93881 -4.17457 4.60509 0.01 0.02 0.00
H -6.15452 3.95108 -2.00738 0.00 -0.01 0.01
H 1.73033 -2.60256 5.23453 0.02 -0.01 -0.03
H -2.58897 3.79552 1.56236 0.03 0.01 0.00
H -6.58687 3.17383 2.18344 0.02 0.00 0.01
H 3.75754 -5.67924 -1.01492 0.00 0.02 -0.04
H -4.06625 2.68688 -2.03380 0.04 0.03 0.00
H -1.84242 4.53130 -1.04867 0.02 0.01 0.01
H 4.76553 4.06206 -1.37759 -0.02 -0.02 0.04
H -3.37488 -4.76263 -2.09111 0.03 0.00 0.02
H -4.48460 1.90111 2.15090 0.01 -0.04 -0.02
H 0.05888 -4.36531 -5.62199 -0.02 -0.01 -0.02
H 1.26137 1.88611 5.67996 0.03 -0.06 0.01
H 2.45443 -1.59596 -2.64168 -0.05 -0.42 0.17
H 2.16784 -5.00345 3.75994 -0.01 0.03 -0.01
H -4.15741 0.61362 -2.36903 0.02 -0.07 0.04
H -3.46544 6.97140 -4.17342 -0.01 -0.02 -0.01
H -2.55396 5.01064 -6.83628 0.01 0.03 -0.04
H 5.45976 -2.02576 1.83300 0.08 -0.01 -0.03
H 2.51751 -0.06224 5.04090 -0.02 0.04 0.03
H 3.47832 5.62974 -2.79873 0.00 0.00 -0.01
H 2.81951 3.49472 6.71738 -0.01 -0.01 -0.01
H -1.93073 -5.89042 6.37802 0.01 -0.01 0.01
H -0.69738 2.30092 -2.08758 0.05 0.00 -0.04
H -3.07636 -1.58068 -3.42342 0.03 0.00 0.02
H 3.60831 2.05751 -0.43700 -0.01 0.01 0.02
H 0.15777 -2.91379 -3.62802 0.03 -0.02 0.04
H -1.42337 -5.66400 -0.62765 0.02 0.03 -0.02
H -0.83655 -5.86805 1.96584 0.03 0.04 0.02
H -1.19397 6.10998 -6.66340 -0.01 0.00 -0.01
H 1.12741 5.18912 -3.33211 0.04 0.02 0.00
```
Forces are in eV/Å.

Mulliken population analysis, charges in e, atoms 1 to 6:
1 W 2.7793
2 I 0.0446
3 I 0.0478
4 I 0.0575
5 I 0.0465
6 S 0.1850

---

[2]
Formula: C4H8OS
Source: OMol25
Level of theory: ωB97M-V/def2-TZVPD

Computed properties:
- lowest unoccupied orbital energy (eV) = 0.88
- HOMO level (eV) = -7.945
- total charge = 0
- F_max (eV/Å) = 5.244

```
14
Properties=species:S:1:pos:R:3:forces:R:3
S -0.15084 0.95957 2.35541 1.03 0.31 -0.13
O -1.74822 -1.11405 -0.65865 1.42 0.21 -0.86
C -0.15988 0.96030 0.51238 -4.21 -3.11 0.25
C 1.11140 0.71217 -0.27598 0.83 -1.57 1.68
C -0.52048 -0.83650 -0.03634 -0.18 2.87 2.19
C 0.77515 -0.66916 -0.85196 -1.69 -0.52 -0.72
H -0.39061 -1.38837 0.96424 -0.42 0.54 -1.75
H -1.44879 0.85076 2.73145 0.20 0.00 -0.81
H -1.05039 1.61857 0.20662 1.94 -0.71 -0.17
H 1.21534 1.34975 -1.07488 0.63 1.98 -1.48
H 2.01349 0.68084 0.36481 -0.36 0.32 -0.42
H -1.59352 -0.89665 -1.61078 -0.49 -0.28 1.07
H 0.59232 -0.68630 -1.96558 0.06 0.29 1.01
H 1.35504 -1.54093 -0.66074 1.25 -0.33 0.14
```
Forces are in eV/Å.

Mulliken population analysis, charges in e, atoms 1 to 6:
1 S -0.2906
2 O -0.5236
3 C -0.1705
4 C -0.5439
5 C 0.0261
6 C -0.7382

---

[3]
Formula: C4H10BN
Source: OMol25
Level of theory: ωB97M-V/def2-TZVPD

Computed properties:
- lowest unoccupied orbital energy (spin up / spin down) (eV) = 0.40 / -0.83
- HOMO level (spin up / spin down) (eV) = -9.164 / -8.027
- total charge = 0
- F_max (eV/Å) = 4.454

```
16
Properties=species:S:1:pos:R:3:forces:R:3
N -1.37102 -0.03630 0.12821 0.00 0.91 -0.58
C -0.63977 -1.22565 0.18274 -0.18 -2.13 2.30
C 1.46133 0.21912 -0.53435 0.82 -0.74 4.32
C 0.95119 -1.08593 0.30682 -1.17 2.62 0.73
C 1.08547 1.41943 0.30458 0.47 -0.46 -0.67
B -2.37870 0.79940 -0.22480 1.71 1.44 -0.09
H 1.67971 1.60715 1.24436 -1.08 0.01 -1.18
H 0.97411 0.22462 -1.45986 -0.37 -0.05 -1.52
H 1.49133 -1.84723 -0.14143 0.43 -2.15 -0.85
H 0.36278 2.10333 -0.16289 0.53 -0.03 0.85
H -0.82789 -1.90149 -0.68637 -0.06 0.67 0.32
H 2.58303 0.04940 -0.55796 -1.21 0.44 -0.43
H -3.37720 0.50039 -0.74223 -0.79 -0.66 -0.10
H -2.16926 2.04803 -0.20403 -0.14 -1.16 0.29
H -1.09728 -1.78885 1.15105 1.47 0.80 -2.08
H 1.27217 -1.08542 1.39615 -0.45 0.48 -1.30
```
Forces are in eV/Å.

Mulliken population analysis, charges in e, atoms 1 to 6:
1 N -0.1513
2 C -0.3770
3 C -0.4030
4 C -0.6312
5 C -0.7872
6 B 0.0371

---

[4]
Formula: C3H8N3S
Source: OMol25
Level of theory: ωB97M-V/def2-TZVPD

Computed properties:
- lowest unoccupied orbital energy (eV) = -5.17
- HOMO level (eV) = -13.033
- total charge = +1
- F_max (eV/Å) = 4.013

```
15
Properties=species:S:1:pos:R:3:forces:R:3
S -2.74211 1.85720 -1.32031 -0.44 -0.11 -0.42
N -0.99601 0.72670 0.18211 -2.53 2.66 -0.74
N 1.62163 -0.58699 0.00900 1.10 -1.39 -2.01
N 0.91221 -0.19502 1.07670 -0.89 -0.15 1.77
C 1.08261 -1.59849 -0.97552 3.07 2.32 -0.48
C -0.23605 0.42717 1.21065 0.49 1.61 0.40
C -1.89741 1.79471 0.11573 2.95 -2.69 0.46
H -0.42278 0.83335 2.23283 0.05 -0.84 -0.57
H -2.01698 2.66177 0.82927 0.23 -1.15 -0.53
H 1.26370 -0.46505 1.96158 0.75 -0.23 1.05
H 0.06735 -1.48529 -1.09777 -2.18 0.76 -0.56
H 2.63492 -0.80637 0.18400 -1.72 0.66 0.48
H 1.23805 -2.62868 -0.77093 0.67 -0.86 0.60
H 1.70493 -1.21554 -1.84096 -1.28 -1.25 0.30
H -2.21407 0.68050 -1.79638 -0.26 0.66 0.25
```
Forces are in eV/Å.

Mulliken population analysis, charges in e, atoms 1 to 6:
1 S -0.0521
2 N -0.4559
3 N -0.4436
4 N 0.0816
5 C -0.6731
6 C 0.0853